Formula: C66H104Cl2N11O6
Source: the Open Molecules 2025 dataset
Level of theory: ωB97M-V/def2-TZVPD

Output
**Orbital gap**: 4.62 eV
**Charge**: +9
**HOMO**: -0.7113 hartree

The geometry in XYZ format:
```
189
Properties=species:S:1:pos:R:3:forces:R:3:lowdin_charge:R:1
C -22.15080 0.86805 32.70216 0.68 0.21 -0.40 0.0539
N -21.94738 -0.53704 32.25443 0.28 0.39 -0.70 -0.0652
C -21.85961 -1.49304 33.17313 0.25 0.35 -0.20 0.0168
C -21.64967 -2.79929 32.85972 -0.16 -0.62 -1.56 0.0617
C -21.46991 -3.15147 31.52316 -0.41 0.92 -0.17 -0.0870
C -21.49815 -2.09580 30.56185 0.77 -1.77 0.30 0.0440
C -21.73600 -0.81262 30.93031 -0.49 0.75 0.76 0.0258
C -21.20280 -4.57732 31.17886 -0.36 0.08 0.17 -0.1256
C -20.31300 -4.85927 30.15524 -0.13 -0.73 0.72 0.0623
C -19.85820 -6.17312 29.99115 -1.82 1.36 -0.16 0.0538
N -20.45522 -7.18388 30.63119 -0.58 0.63 1.83 -0.0518
C -21.39552 -6.92784 31.60111 0.45 0.83 -0.39 0.0597
C -21.77848 -5.63293 31.91023 0.49 -0.19 -0.48 0.0579
C -20.05977 -8.56700 30.38801 0.07 -0.45 -0.32 0.0561
H -21.26662 1.21848 33.26434 -0.33 -0.22 -0.45 0.1298
H -23.01670 0.97723 33.33121 -0.38 -0.31 0.16 0.1085
H -22.30846 1.43315 31.79136 0.05 0.48 0.11 0.0803
H -21.85054 -1.14813 34.16584 -0.38 0.27 1.22 0.1510
H -21.64276 -3.56715 33.58667 0.19 -0.32 0.94 0.1293
H -21.20234 -2.32645 29.55023 -0.41 0.18 -0.23 0.1241
H -21.78420 0.02199 30.21609 0.01 -0.41 0.55 0.1607
H -20.00745 -4.03085 29.54052 0.72 -0.28 -0.18 0.1228
H -19.15286 -6.35393 29.23571 0.95 -0.77 -0.70 0.1482
H -21.79864 -7.73354 32.18834 0.07 -0.52 -0.29 0.1578
H -22.52288 -5.49412 32.69357 0.27 0.04 -0.20 0.1429
H -19.02200 -8.60263 30.20529 1.33 0.14 -0.15 0.1047
H -20.52228 -8.90960 29.48304 -0.57 -0.29 -0.31 0.1225
H -20.23814 -9.22807 31.22135 -0.47 0.10 0.27 0.1225
C -29.38737 5.63578 35.84971 0.11 -1.19 -0.79 0.0722
N -29.82499 4.33712 35.27129 -0.98 -1.96 -0.74 -0.0435
C -30.21661 3.26014 36.05631 0.18 2.02 -0.83 0.0392
C -30.69908 2.09798 35.53239 0.52 -1.19 -0.82 0.0577
C -30.63054 1.90263 34.11305 -0.89 -0.21 1.02 -0.0924
C -30.24762 2.97780 33.34798 -0.73 -0.20 0.36 0.0234
C -29.91107 4.16138 33.93323 1.51 1.19 0.60 0.0207
C -31.02145 0.61236 33.45693 0.49 -0.74 1.52 -0.1126
C -31.52637 0.50477 32.18494 -0.85 0.20 -1.62 0.0454
C -31.85779 -0.73161 31.63669 0.21 -0.14 0.63 0.0599
N -31.62858 -1.86263 32.37104 -1.07 -0.34 -2.14 -0.0780
C -31.08865 -1.81213 33.54190 0.84 1.90 2.95 -0.0138
C -30.83177 -0.58977 34.14792 0.57 0.41 -0.29 0.0727
C -31.92824 -3.24676 31.91905 -0.25 -0.07 -0.93 0.0557
H -29.13265 5.44605 36.85893 0.32 0.13 0.98 0.1006
H -30.15541 6.35596 35.75037 -0.99 0.59 0.09 0.1073
H -28.55445 5.96798 35.26879 0.70 0.16 -0.13 0.1071
H -30.16137 3.46371 37.09410 -0.05 -0.07 0.91 0.1429
H -31.01819 1.31343 36.24704 0.15 0.60 -0.67 0.1511
H -30.28951 3.00466 32.29023 0.36 -0.25 -1.02 0.0834
H -29.50357 4.92364 33.27237 -0.34 0.33 0.27 0.1439
H -31.72921 1.40783 31.60009 0.10 -0.47 0.06 0.1426
H -32.29391 -0.85308 30.64267 0.14 -0.02 0.46 0.1573
H -30.88188 -2.70011 34.09841 -0.07 -0.63 -0.06 0.1588
H -30.36699 -0.55912 35.11909 -0.07 -0.26 0.19 0.1316
H -30.99654 -3.66105 31.53793 -0.06 -0.20 0.15 0.1170
H -32.64035 -3.22100 31.09979 -0.08 0.09 0.01 0.1080
H -32.35146 -3.85126 32.73226 0.27 0.40 -0.19 0.1268
C -42.67450 4.07067 27.44350 1.04 1.13 0.69 0.0963
N -41.35300 4.88203 27.47415 0.01 -0.05 -1.33 -0.0407
C -40.69729 5.11014 26.27031 -0.86 -0.45 1.70 0.0547
C -39.45602 5.71891 26.23002 -0.22 -0.56 0.38 0.0794
C -38.90916 6.12297 27.47268 -1.46 -0.08 -0.56 -0.1535
C -39.62452 5.99507 28.65342 -1.08 -0.77 -1.74 0.0587
C -40.82847 5.31406 28.62157 -0.76 -0.08 0.72 0.0258
C -37.62026 6.74027 27.63155 1.69 1.53 -0.42 -0.1501
C -37.47380 8.06037 28.11874 0.47 -0.40 0.17 0.0837
C -36.19547 8.50396 28.43510 -0.53 1.15 -0.49 0.0286
N -35.08233 7.84397 28.05430 -1.08 -0.15 1.38 -0.0822
C -35.21934 6.61031 27.56283 0.54 -0.47 -0.58 0.0155
C -36.46308 6.03213 27.33376 0.74 -0.17 0.45 0.0602
C -33.75893 8.41106 28.40650 -0.11 -1.12 0.40 0.0526
H -43.54183 4.66611 27.75567 0.47 0.08 -0.26 0.1299
H -42.51205 3.27009 28.12369 -0.02 -0.64 0.69 0.0980
H -42.77248 3.64360 26.47459 -0.21 -0.02 -0.82 0.0915
H -41.28713 4.69647 25.47040 0.44 0.27 -0.66 0.1474
H -38.95240 5.80775 25.25664 -0.17 0.15 0.66 0.1534
H -39.29214 6.44961 29.53240 0.52 0.27 1.37 0.1252
H -41.40260 5.11038 29.53751 0.22 0.15 -0.51 0.1732
H -38.31810 8.74226 28.26294 0.27 -0.44 0.21 0.1594
H -36.03721 9.46207 28.94364 -0.08 -0.33 -0.36 0.1674
H -34.25615 6.13336 27.37232 -0.55 -0.23 -0.13 0.1516
H -36.51142 4.98537 27.03731 0.06 0.33 -0.15 0.1460
H -33.62170 9.28230 27.81755 0.15 1.05 -0.09 0.1063
H -33.02885 7.68789 28.09779 0.42 -0.32 -0.19 0.0909
H -33.63898 8.52087 29.49754 -0.39 0.33 -0.58 0.1305
C -11.67784 2.65926 25.57157 0.89 -0.37 -0.04 0.0620
N -12.97603 3.21259 25.93557 -1.10 -0.62 0.02 -0.0771
C -13.19410 4.49384 26.13148 1.12 1.86 -0.31 0.0330
C -14.36908 5.04578 26.59993 0.73 -2.48 -0.19 0.0825
C -15.38272 4.13286 26.79675 -1.87 0.00 -0.66 -0.1358
C -15.21285 2.77895 26.53896 0.67 0.57 -0.01 0.0529
C -13.97100 2.36344 26.14941 0.10 -2.68 -0.56 0.0198
C -16.76785 4.55390 27.16074 -0.13 0.91 1.72 -0.1165
C -16.88749 5.39765 28.26676 -2.50 0.08 0.41 0.0884
C -18.21867 5.72591 28.74857 3.86 0.41 0.70 0.0159
N -19.28454 5.26867 28.20134 -1.19 -1.02 -1.81 -0.0956
C -19.18161 4.43221 27.12110 -0.82 0.25 -0.01 0.0118
C -17.97738 4.07284 26.58524 0.68 0.03 0.11 0.0447
C -20.64831 5.58032 28.70399 0.18 -0.32 1.13 -0.0135
H -11.41583 2.76306 24.51843 -0.30 0.29 0.04 0.1336
H -11.66222 1.59702 25.82613 -0.03 0.25 -0.03 0.1165
H -10.97140 3.16517 26.20106 0.66 0.14 0.06 0.1180
H -12.35895 5.09382 25.83257 0.34 0.58 0.24 0.1648
H -14.40081 6.05339 26.85170 -0.27 1.66 0.05 0.1272
H -16.03823 2.12047 26.68098 -0.16 -0.60 -0.01 0.1291
H -13.65533 1.31568 25.91765 -0.92 0.90 0.48 0.1743
H -16.08382 5.77801 28.88898 0.16 -0.11 -0.41 0.1415
H -18.32662 6.32084 29.64379 -0.05 0.19 -0.02 0.1590
H -20.17349 4.13144 26.75837 0.79 -0.12 -0.15 0.1523
H -17.94114 3.41558 25.72450 -0.12 0.06 0.04 0.1375
H -20.86582 4.84300 29.50342 -0.35 0.34 -0.54 0.0359
H -21.34171 5.45289 27.86734 0.03 0.34 0.53 0.0875
H -20.63410 6.57051 29.19556 -0.23 -0.43 -0.65 0.1175
C -30.64198 -2.44298 23.78897 -0.71 -0.47 1.87 -0.1085
O -29.89041 -1.36625 23.35514 1.38 1.60 -1.43 -0.2100
C -30.10652 -1.12942 21.96830 0.15 -0.75 -0.25 -0.1856
C -29.41825 0.08397 21.32107 -2.14 -0.71 0.05 -0.1086
N -27.95324 0.19259 21.31401 -0.11 -0.09 -2.47 0.0594
H -27.62331 -0.65580 20.78709 -0.07 0.93 0.58 0.2172
H -27.65090 1.02813 20.73230 -0.35 -1.03 0.70 0.2205
C -27.34921 0.25418 22.62749 1.39 -1.23 1.13 -0.1248
C -27.34097 1.63396 23.19989 0.04 -0.04 0.69 -0.2365
O -26.45475 2.49753 22.51024 -0.87 0.45 0.90 -0.1580
C -26.80723 3.80131 23.01391 0.80 0.54 0.06 -0.0916
H -30.64644 -3.27959 23.09214 -0.14 -0.04 0.05 0.1068
H -31.61683 -2.04921 24.04520 -0.85 -0.38 -0.54 0.0925
H -30.28946 -2.74771 24.79101 0.41 -0.13 -0.67 0.1017
H -31.20118 -1.00866 21.73690 0.87 0.01 0.23 0.1608
H -29.77041 -2.01256 21.39715 -0.18 -0.06 0.20 0.1391
H -29.94956 0.95141 21.64295 0.46 1.08 0.54 0.1300
H -29.75219 -0.04504 20.30754 0.15 0.15 -0.76 0.1415
H -26.35785 -0.22037 22.49679 -0.18 0.69 0.41 0.1603
H -27.92176 -0.41721 23.27339 0.02 0.16 -0.04 0.1288
H -27.09305 1.55494 24.29531 -0.11 0.14 -0.90 0.1557
H -28.35781 2.06721 23.13219 0.17 -0.33 0.17 0.1255
H -26.55293 3.92326 24.10291 -0.42 -0.42 -0.82 0.1013
H -27.86889 3.98934 22.82149 0.09 0.04 0.25 0.0908
H -26.24313 4.56966 22.49028 0.14 -0.24 -0.23 0.0922
C -18.13352 12.28245 18.17658 -1.43 1.36 0.04 -0.0331
O -18.56532 12.33191 19.55973 0.64 0.23 1.25 -0.2296
C -18.44628 13.53036 20.33607 -0.13 -0.74 -0.44 -0.1703
C -18.41528 13.11179 21.83358 0.21 -0.06 0.32 -0.0441
N -19.32725 11.91105 22.21728 -0.68 0.53 -0.40 0.0762
H -19.58007 11.48599 21.31895 -0.04 0.12 -0.29 0.1592
H -18.88343 11.12288 22.72308 0.24 0.90 -0.02 0.1770
C -20.59889 12.27347 22.97891 0.77 -1.41 0.07 -0.0849
C -21.22569 10.98853 23.56111 0.01 1.01 0.13 -0.2084
O -20.33861 10.37637 24.46380 0.43 0.75 0.54 -0.2057
C -19.95967 11.24047 25.57157 -0.75 -1.73 0.36 -0.0607
H -19.06837 12.41879 17.59575 0.82 -0.02 -0.10 0.1063
H -17.73959 11.31473 18.02747 0.38 -1.05 -0.21 0.0727
H -17.37596 13.02447 17.88657 -0.31 -0.04 0.42 0.1074
H -19.21064 14.23635 20.02725 -0.56 0.05 0.43 0.1303
H -17.51558 14.08292 20.18134 0.24 -0.30 -0.08 0.1381
H -18.60643 13.95136 22.53283 -0.16 -0.53 -0.52 0.1439
H -17.41462 12.75883 22.04678 0.20 -0.10 -0.02 0.1261
H -21.26971 12.75852 22.32154 -0.60 0.57 -0.81 0.1310
H -20.32749 12.95251 23.77695 0.08 0.13 -0.01 0.1163
H -21.41701 10.22181 22.80904 -0.24 0.26 -0.15 0.1331
H -22.17463 11.32375 24.04553 0.46 -0.45 -0.22 0.1407
H -19.42021 10.56226 26.23008 -0.13 0.10 0.23 0.0908
H -20.86739 11.61263 26.08504 0.52 0.06 -0.28 0.1093
H -19.25936 12.01315 25.32711 0.14 0.65 -0.42 0.0777
C -23.02490 10.05576 29.97743 -1.01 0.93 -0.39 -0.0826
O -23.51517 8.79070 29.58266 0.15 -0.67 0.85 -0.1952
C -24.88649 8.80262 29.29050 0.71 -0.69 -0.97 -0.2077
C -25.38829 7.34829 29.31459 0.87 1.17 -0.24 -0.1122
N -26.48018 7.18794 28.34065 0.25 -2.00 0.68 0.0442
H -26.96390 6.37138 28.74561 -0.61 -0.18 -0.73 0.0986
H -27.06163 7.98137 28.40985 -1.19 1.23 -0.31 0.1377
C -25.99285 7.00673 26.94573 -0.20 0.23 -0.72 -0.0610
C -26.60609 8.13365 26.04760 -0.15 0.21 1.50 -0.1353
O -26.73374 9.23220 26.97098 0.30 -0.86 0.04 -0.2737
C -27.40346 10.41109 26.54732 0.40 -0.83 -0.61 -0.0362
H -22.29883 9.96339 30.80568 -0.40 0.08 -0.55 0.1028
H -23.92833 10.65584 30.26329 1.12 -0.09 0.31 0.0976
H -22.61829 10.56375 29.08015 0.24 -0.10 0.57 0.0870
H -24.98489 9.23443 28.29665 -0.31 -0.09 -0.24 0.1143
H -25.47665 9.44537 29.93508 -0.05 0.04 0.57 0.1287
H -25.76774 7.07733 30.28618 0.14 -0.35 0.27 0.1348
H -24.67666 6.63920 28.91865 0.78 -0.10 0.96 0.0504
H -26.27877 6.01773 26.61487 -0.38 -0.15 -0.13 0.1252
H -24.89280 6.96075 26.95131 -0.43 0.60 0.11 0.1378
H -27.58434 7.83556 25.64939 -0.03 0.06 0.21 0.1270
H -25.98163 8.36995 25.19688 0.41 0.11 -0.12 0.1253
H -28.17633 10.04097 25.89216 -0.74 0.65 -0.28 0.0864
H -26.68360 10.99689 25.99615 -0.07 0.57 -0.26 0.0942
H -27.77467 10.95205 27.41547 -0.02 -0.14 -0.09 0.1048
Cl -23.43936 4.51642 30.22207 0.33 -0.22 -0.26 -0.5725
Cl -28.82617 4.54704 29.90443 -0.01 0.24 0.09 -0.7404
```
Positions in Å, forces in eV/Å.